Entry 1:
CHIO4 | the ωB97M-V functional and the def2-TZVPD basis

Structure (XYZ):
```
7
Properties=species:S:1:pos:R:3:nbo_charge:R:1
C -0.26 -0.34 0.09 0.99
O -0.51 -1.47 0.24 -0.54
O 2.10 -0.06 -0.31 -0.38
O 0.74 0.44 -0.02 -0.26
O -1.41 0.71 0.21 -0.77
I -3.18 0.00 0.55 0.47
H 2.53 0.72 -0.76 0.49
```

HOMO energy	-9.447	eV
ΔE to the lowest compared entry with this formula, charge and spin	36.2	kcal/mol
HOMO-LUMO gap	8.6	eV
2S+1	1
SMILES	O=C(OO)OI

Entry 2:
CHIOS2 | the ωB97M-V functional and the def2-TZVPD basis

Structure (XYZ):
```
6
Properties=species:S:1:pos:R:3:nbo_charge:R:1
C -0.62 0.62 0.09 -0.72
O 1.39 1.90 -1.12 -0.89
S -0.17 1.62 1.48 0.03
S 0.03 2.19 -0.68 1.18
I -2.73 0.05 -0.06 0.15
H 0.18 0.01 -0.31 0.24
```

HOMO energy	-9.662	eV
ΔE to the lowest compared entry with this formula, charge and spin	36.1	kcal/mol
HOMO-LUMO gap	8.9	eV
2S+1	1

Entry 3:
CHIOS2 | the ωB97M-V functional and the def2-TZVPD basis

Structure (XYZ):
```
6
Properties=species:S:1:pos:R:3:nbo_charge:R:1
C 0.54 0.10 0.00 -0.18
O -0.31 1.07 -0.13 -0.71
S 0.28 -1.31 -1.02 0.12
S 0.24 -1.32 1.12 0.06
I -2.31 0.76 0.01 0.47
H 1.56 0.69 0.03 0.23
```

HOMO energy (alpha / beta)	-7.543 / -8.689	eV
ΔE to the lowest compared entry with this formula, charge and spin	41.2	kcal/mol
HOMO-LUMO gap (alpha / beta)	7.1 / 5.4	eV
2S+1	3